No. 1
C4H5NO in the gas phase, computed with ωB97M-V with the def2-TZVPD basis set.

The geometry in XYZ format:
```
11
Properties=species:S:1:pos:R:3:lowdin_charge:R:1
N -0.460 0.672 1.636 0.1180
C 0.362 0.052 0.742 -0.2752
C 1.193 -0.801 0.248 0.0513
C 0.582 0.104 -0.783 -0.1829
C -0.712 -0.125 -1.471 -0.2478
O -1.721 -0.443 -0.872 0.0227
H -1.441 0.511 1.435 0.0962
H -0.223 0.684 2.614 0.0915
H 1.954 -1.557 0.336 0.0957
H 1.249 0.786 -1.333 0.1153
H -0.762 0.139 -2.548 0.1154
```

Output
Gap between HOMO and LUMO in Eh: 0.363
SMILES string: NC1=C[C@H]1C=O
Energy relative to the best compared isomer or geometry (same formula, charge and spin) in eV: 2.932
Maximum force in eV/Å: 0.5



No. 2
C2H2FN3O in the gas phase at a distorted geometry, computed with ωB97M-V with the def2-TZVPD basis set.

The geometry in XYZ format:
```
9
Properties=species:S:1:pos:R:3:lowdin_charge:R:1
C 1.021 0.061 0.033 -0.4888
C -1.048 -0.021 0.129 -0.4380
H 3.012 0.149 -0.036 0.1161
H 2.444 -1.532 0.045 0.1331
N 2.244 -0.524 -0.120 0.1542
N 0.592 1.264 -0.018 0.0819
N -0.803 1.212 0.000 0.1296
O 0.026 -0.837 0.142 0.1694
F -2.192 -0.647 -0.128 0.1424
```

Output
Gap between HOMO and LUMO in Eh: 0.366
SMILES string: Nc1nnc(F)o1
Energy relative to the best compared isomer or geometry (same formula, charge and spin) in eV: 0.104
Maximum force in eV/Å: 2.2



No. 3
C7H10 in the gas phase, computed with ωB97M-V with the def2-TZVPD basis set.

The geometry in XYZ format:
```
17
Properties=species:S:1:pos:R:3:lowdin_charge:R:1
C -1.874 0.511 -0.062 -0.0648
C -1.047 -0.752 -0.127 -0.2544
C 0.323 -0.810 -0.760 -0.2026
C 1.190 0.437 -0.956 -0.1465
C 1.525 0.871 0.457 -0.0899
C 0.884 0.130 1.361 -0.0728
C 0.173 -1.018 0.730 -0.2069
H -2.347 0.697 -1.034 0.0782
H -2.672 0.434 0.685 0.0760
H -1.261 1.382 0.189 0.0713
H -1.645 -1.638 -0.348 0.1310
H 0.511 -1.657 -1.413 0.1306
H 0.670 1.246 -1.490 0.1109
H 2.082 0.195 -1.547 0.1070
H 2.214 1.679 0.685 0.0983
H 0.891 0.274 2.438 0.1033
H 0.381 -1.979 1.192 0.1311
```

Output
Gap between HOMO and LUMO in Eh: 0.368
SMILES string: C[C@@H]1[C@@H]2C=CC[C@H]12
Energy relative to the best compared isomer or geometry (same formula, charge and spin) in eV: 1.217
Maximum force in eV/Å: 0.5



No. 4
C2H4Br2 in the gas phase at a distorted geometry, computed with ωB97M-V with the def2-TZVPD basis set.

The geometry in XYZ format:
```
8
Properties=species:S:1:pos:R:3:lowdin_charge:R:1
Br 1.434 -1.490 0.916 0.5631
C -0.014 -0.123 0.758 -0.6742
C -0.300 0.146 -0.729 -0.6579
Br 1.066 1.459 -1.347 0.5679
H 0.305 0.737 1.347 0.0392
H -0.957 -0.367 1.249 0.0601
H -1.343 0.416 -0.894 0.0626
H -0.191 -0.777 -1.300 0.0391
```

Output
Gap between HOMO and LUMO in Eh: 0.402
SMILES string: BrCCBr
Energy relative to the best compared isomer or geometry (same formula, charge and spin) in eV: 0.418
Maximum force in eV/Å: 1.2



What did the fourth record say?
C2H4Br2 in the gas phase at a distorted geometry, computed with ωB97M-V with the def2-TZVPD basis set.

The geometry in XYZ format:
```
8
Properties=species:S:1:pos:R:3:lowdin_charge:R:1
Br 1.434 -1.490 0.916 0.5631
C -0.014 -0.123 0.758 -0.6742
C -0.300 0.146 -0.729 -0.6579
Br 1.066 1.459 -1.347 0.5679
H 0.305 0.737 1.347 0.0392
H -0.957 -0.367 1.249 0.0601
H -1.343 0.416 -0.894 0.0626
H -0.191 -0.777 -1.300 0.0391
```

Output
Gap between HOMO and LUMO in Eh: 0.402
SMILES string: BrCCBr
Energy relative to the best compared isomer or geometry (same formula, charge and spin) in eV: 0.418
Maximum force in eV/Å: 1.2



- maximum force of number 2 (C2H2FN3O)?
  2.2 eV/Å